The following is a quantum chemistry calculation of one molecule with the formula C6H8O2 at a distorted geometry, from OMol25.

XYZ file:
```
16
Properties=species:S:1:pos:R:3:mulliken_charge:R:1
C 0.13 0.01 -0.25 -0.880
C -0.35 -0.61 0.89 1.538
C -0.68 0.93 -0.97 0.944
C -1.54 -0.23 1.46 -0.750
C 0.57 -1.46 1.74 -1.327
C -0.05 1.61 -2.17 -1.185
O -1.83 1.23 -0.62 -0.655
O -2.71 -0.77 1.49 -0.335
H 1.14 -0.18 -0.57 0.222
H 1.59 -1.38 1.38 0.336
H 0.53 -1.16 2.78 0.373
H 0.25 -2.50 1.68 0.312
H 0.65 0.96 -2.68 0.341
H -0.83 1.94 -2.85 0.353
H 0.49 2.49 -1.81 0.270
H -3.36 -0.22 1.97 0.443
```

The energy relative to the best compared isomer or geometry (same formula, charge and spin) comes out at 315.6 kJ/mol. The calculation puts the gap between HOMO and LUMO at 8.125 eV. As for the total energy: -10443.45506 eV. Its LUMO energy is 0.387 eV. The max |F| comes out at 1.98 eV Å⁻¹.